Entry 1:
DFT (ωB97M-V with the def2-TZVPD basis set) results for a structure of composition C8H16B2O5SSn at a distorted geometry.

**Orbital gap**: 0.1807 Eh
**Charge**: -2
**Max |F|**: 2.72 eV/A
**E**: -36807.898 eV
**LUMO**: 4.005 eV
**ΔE to the lowest compared entry with this formula, charge and spin**: 0.0 kcal/mol
**HOMO energy**: -0.912 eV

Element x y z (Å)
Sn 1.884 0.319 -1.130
B 0.343 -1.168 -3.264
H -0.194 -1.625 -2.303
H 1.520 -1.282 -3.036
H 0.058 -1.817 -4.214
H -0.049 -0.048 -3.397
B 3.948 2.042 -0.025
H 3.071 2.516 0.620
H 4.940 2.635 0.239
H 3.972 0.855 0.169
H 3.699 2.284 -1.184
C 0.042 -2.332 3.547
C 0.745 -1.151 3.218
C 0.309 -0.479 1.828
O 1.039 0.479 1.425
C -0.577 -1.195 1.023
C -1.216 -2.421 1.391
C -0.943 -2.959 2.780
O -1.491 -3.996 3.218
O -1.849 -3.068 0.553
O 1.654 -0.604 3.842
H 0.271 -2.779 4.508
H -0.474 -0.997 -0.047
C -2.529 1.520 0.299
S -1.558 2.570 -0.791
O -0.118 2.224 -0.549
C -2.005 1.749 -2.327
H -2.222 0.478 0.167
H -3.592 1.589 0.067
H -2.323 1.739 1.345
H -1.684 0.713 -2.410
H -1.583 2.342 -3.140
H -3.089 1.866 -2.423

Atom charges from the Mulliken analysis, given in e for atoms 1 to 6: 0.5958 0.5820 -0.2235 -0.3513 -0.1938 -0.3970

Entry 2:
DFT (ωB97M-V with the def2-TZVPD basis set) results for an isolated molecule of C21H22ClN3O2.

**Orbital gap**: 0.3129 Eh
**SMILES**: Cc1cccc(N2C(=O)C[C@@H](N3CCN(c4ccc(Cl)cc4)CC3)C2=O)c1
**Max |F|**: 0.54 eV/A
**E**: -43222.938 eV
**LUMO**: 0.625 eV
**ΔE to the lowest compared entry with this formula, charge and spin**: 9.2 kcal/mol
**HOMO energy**: -7.889 eV

Element x y z (Å)
C 1.911 6.108 -0.301
C 2.327 5.089 -1.316
C 3.079 5.442 -2.428
C 3.465 4.488 -3.354
C 3.101 3.164 -3.190
C 2.354 2.806 -2.076
N 1.973 1.448 -1.888
C 2.857 0.389 -2.014
O 4.013 0.482 -2.322
C 2.100 -0.873 -1.670
C 0.635 -0.460 -1.522
N 0.057 -0.992 -0.295
C -1.251 -0.450 0.044
C -1.656 -0.976 1.417
N -1.739 -2.421 1.389
C -2.594 -3.091 2.248
C -3.920 -2.660 2.389
C -4.814 -3.337 3.190
C -4.406 -4.475 3.868
Cl -5.528 -5.330 4.873
C -3.105 -4.928 3.743
C -2.210 -4.241 2.945
C -0.472 -2.996 1.008
C -0.060 -2.442 -0.356
C 0.682 1.069 -1.581
O -0.237 1.835 -1.460
C 1.972 3.757 -1.144
H 2.086 7.117 -0.666
H 2.479 5.973 0.620
H 0.856 5.998 -0.061
H 3.366 6.474 -2.572
H 4.050 4.777 -4.214
H 3.397 2.418 -3.908
H 2.277 -1.634 -2.429
H 2.490 -1.241 -0.719
H 0.045 -0.774 -2.407
H -1.200 0.636 0.078
H -2.009 -0.745 -0.701
H -2.612 -0.546 1.706
H -0.896 -0.659 2.148
H -4.265 -1.794 1.847
H -5.832 -2.990 3.282
H -2.787 -5.811 4.275
H -1.196 -4.604 2.887
H -0.573 -4.078 0.920
H 0.316 -2.763 1.741
H 0.900 -2.878 -0.636
H -0.812 -2.745 -1.106
H 1.390 3.462 -0.284

Atom charges from the Mulliken analysis, given in e for atoms 1 to 6: -1.4654 0.6894 -0.6506 -0.7590 -0.6001 0.3416

Entry 3:
DFT (ωB97M-V with the def2-TZVPD basis set) results for a cluster of 2 separate species, C8H13N4O in total at a distorted geometry.

**Orbital gap**: 0.2579 Eh
**Charge**: +1
**Max |F|**: 6.12 eV/A
**E**: -16502.271 eV
**LUMO**: -6.901 eV
**ΔE to the lowest compared entry with this formula, charge and spin**: 122.0 kcal/mol
**HOMO energy**: -13.918 eV

Element x y z (Å)
C 1.829 -1.117 -1.017
C 2.509 -2.166 -0.622
C 2.060 1.376 -0.018
C -2.849 1.288 0.179
C -3.616 0.207 -0.472
C -2.665 -0.073 0.645
C 1.881 -0.135 0.015
C -1.338 -0.815 0.207
N 2.715 -1.937 0.736
N 2.486 -0.748 1.137
N 3.199 1.683 -0.537
N -0.232 -0.112 0.789
O 1.119 2.009 0.451
H 1.340 -1.124 -1.960
H 2.743 -2.988 -1.240
H -1.938 1.689 -0.199
H -3.341 2.000 0.850
H -4.639 -0.009 -0.165
H -3.406 -0.195 -1.370
H -2.986 -0.484 1.607
H -1.070 -0.750 -0.894
H -1.420 -1.802 0.606
H 4.015 1.082 -0.688
H 3.596 2.692 -0.479
H 0.134 -0.462 1.646
H -0.126 0.893 0.791

Atom charges from the Mulliken analysis, given in e for atoms 1 to 6: -0.3910 -0.4635 0.3150 -0.4513 -0.6976 0.0460

Entry 4:
DFT (ωB97M-V with the def2-TZVPD basis set) results for an isolated molecule of CH4N2O at a distorted geometry.

**Orbital gap**: 0.3878 Eh
**SMILES**: OC1NN1
**Max |F|**: 4.46 eV/A
**E**: -6126.315 eV
**LUMO**: 0.929 eV
**ΔE to the lowest compared entry with this formula, charge and spin**: 96.7 kcal/mol
**HOMO energy**: -9.625 eV

Element x y z (Å)
O 0.136 0.937 1.247
C 0.373 0.034 0.241
N -0.107 0.133 -1.185
N -0.490 -0.956 -0.309
H -0.766 1.215 1.406
H 1.676 -0.247 0.305
H -0.951 0.748 -1.304
H 0.129 -1.865 -0.403

Atom charges from the Mulliken analysis, given in e for atoms 1 to 6: -0.4623 0.2845 -0.4346 -0.4315 0.3223 0.2221

Entry 5:
DFT (ωB97M-V with the def2-TZVPD basis set) results for the ion C4H11N2 with charge +1 at a distorted geometry.

**Orbital gap**: 0.3444 Eh
**Charge**: +1
**SMILES**: C[NH2+][C@@H]1C[C@H]1N
**Max |F|**: 4.56 eV/A
**E**: -7297.738 eV
**LUMO**: -3.462 eV
**ΔE to the lowest compared entry with this formula, charge and spin**: 74.0 kcal/mol
**HOMO energy**: -12.834 eV

Element x y z (Å)
C 0.282 -2.136 0.406
N -0.543 -1.160 -0.378
C -0.560 0.179 0.176
C -1.028 1.483 -0.420
C 0.450 1.321 -0.359
N 1.304 1.857 0.668
H -0.216 -2.275 1.364
H 0.135 -3.082 -0.062
H 1.335 -1.940 0.396
H -1.569 -1.498 -0.158
H -0.385 -1.157 -1.353
H -0.646 0.125 1.287
H -1.520 2.216 0.206
H -1.414 1.504 -1.335
H 0.868 1.034 -1.387
H 1.784 2.628 0.216
H 0.761 1.870 1.554

Atom charges from the Mulliken analysis, given in e for atoms 1 to 6: -0.9485 -0.0855 -0.4326 -0.7236 -0.0118 -0.4980

Entry 6:
DFT (ωB97M-V with the def2-TZVPD basis set) results for a cluster of 2 separate species, C10H18NO3PS2 in total at a distorted geometry.

**Orbital gap**: 0.1720 Eh
**Max |F|**: 2.54 eV/A
**E**: -49253.289 eV
**LUMO**: -1.551 eV
**ΔE to the lowest compared entry with this formula, charge and spin**: 28.5 kcal/mol
**HOMO energy**: -6.232 eV

Element x y z (Å)
C 2.408 -1.614 3.724
C 1.452 -0.927 2.783
O 1.260 -1.797 1.632
P 0.640 -1.240 0.257
C -1.100 -1.535 0.205
C -2.026 -0.915 1.002
N -2.871 -0.416 1.664
O 1.001 0.172 -0.029
O 1.151 -2.349 -0.790
C 2.295 -3.216 -0.553
C 2.509 -4.093 -1.760
H 2.472 -1.053 4.656
H 2.074 -2.629 3.958
H 3.407 -1.662 3.280
H 0.475 -0.763 3.256
H 1.866 0.036 2.451
H -1.415 -2.425 -0.342
H 3.179 -2.586 -0.378
H 2.103 -3.850 0.323
H 3.421 -4.674 -1.617
H 1.684 -4.799 -1.888
H 2.609 -3.501 -2.671
C -2.904 4.090 -2.106
C -1.420 4.127 -2.402
S -0.434 2.717 -1.863
C -1.347 1.816 -0.776
S -2.835 2.188 -0.089
C -3.150 3.885 -0.624
H -3.335 5.054 -2.399
H -3.389 3.301 -2.687
H -1.244 4.160 -3.487
H -0.955 4.998 -1.922
H -0.827 0.928 -0.416
H -2.542 4.553 -0.004
H -4.213 4.018 -0.386

Atom charges from the Mulliken analysis, given in e for atoms 1 to 6: -1.2519 -0.1750 -0.1909 0.8618 -0.5809 0.2643

Entry 7:
DFT (ωB97M-V with the def2-TZVPD basis set) results for a cluster of 10 separate species, C38H74FN12O24S in total at a distorted geometry.

**Orbital gap**: 0.2434 Eh
**Charge**: +1
**Max |F|**: 6.38 eV/A
**E**: -121139.739 eV
**LUMO**: -4.384 eV
**HOMO energy**: -11.008 eV

Element x y z (Å)
C -4.306 -0.575 2.330
C -3.993 0.447 1.762
C -3.531 1.717 1.110
O -4.029 1.898 -0.216
C -3.460 0.977 -1.134
C -3.616 1.542 -2.573
C -2.479 2.330 -3.258
C -1.463 1.459 -4.081
C -0.651 2.406 -5.056
C 0.828 2.575 -4.601
O 1.747 2.237 -5.638
C 3.073 2.099 -5.122
C 3.616 0.663 -5.261
O -4.402 -0.142 -1.168
C -5.760 0.210 -0.973
C -6.634 -0.999 -1.508
C -5.934 -1.632 -2.755
C -6.863 -2.101 -0.436
C -7.705 -1.599 0.797
C -5.578 -2.852 0.016
C -2.104 0.321 -0.757
N -1.270 0.893 0.375
C -0.820 -0.147 1.384
C -0.376 -1.555 0.879
N -0.108 -2.439 1.743
S 0.248 1.352 -0.458
O 0.806 0.207 -1.101
O 0.067 2.363 -1.436
F 1.384 1.787 0.551
C -1.958 1.988 1.162
C -1.943 3.423 0.470
C -0.723 4.350 0.735
C -1.054 5.399 1.848
O 0.198 5.810 2.395
C -1.603 2.248 2.635
C -0.296 2.501 3.144
C -0.039 2.741 4.501
N -0.970 2.758 5.444
C -2.213 2.570 5.021
C -2.568 2.324 3.680
H -4.546 -1.371 3.023
H -4.064 2.528 1.637
H -3.937 0.751 -3.279
H -4.490 2.225 -2.531
H -2.984 2.905 -4.069
H -1.977 3.123 -2.678
H -0.697 0.981 -3.444
H -2.008 0.716 -4.692
H -1.107 3.411 -4.981
H -0.721 2.085 -6.108
H 1.085 1.957 -3.716
H 1.031 3.633 -4.310
H 3.746 2.793 -5.666
H 3.147 2.379 -4.051
H 3.530 0.273 -6.290
H 4.701 0.659 -4.985
H 3.130 -0.066 -4.585
H -6.130 1.095 -1.518
H -6.071 0.332 0.084
H -7.621 -0.608 -1.821
H -6.616 -2.354 -3.243
H -5.022 -2.189 -2.484
H -5.703 -0.828 -3.477
H -7.506 -2.869 -0.918
H -8.588 -2.236 0.977
H -8.019 -0.548 0.624
H -7.100 -1.576 1.725
H -5.292 -3.649 -0.697
H -4.699 -2.198 0.169
H -5.783 -3.322 1.001
H -2.326 -0.753 -0.605
H -1.554 0.324 -1.720
H -1.556 -0.368 2.172
H 0.083 0.221 1.913
H -0.327 -1.828 -0.185
H -0.229 -2.006 2.671
H -2.069 3.362 -0.623
H -2.830 3.992 0.809
H -0.560 4.955 -0.179
H 0.235 3.880 0.991
H -1.534 6.294 1.402
H -1.743 4.979 2.609
H 0.102 6.660 2.840
H 0.565 2.552 2.475
H 1.000 2.928 4.809
H -3.014 2.601 5.777
H -3.639 2.209 3.501
C -3.076 -6.177 -2.163
N -4.371 -5.873 -1.494
O -5.158 -5.158 -2.086
O -4.552 -6.361 -0.399
H -3.055 -5.678 -3.126
H -2.282 -5.811 -1.518
H -3.015 -7.253 -2.286
C 6.615 1.686 -1.719
N 6.259 1.237 -3.094
O 6.534 1.974 -4.018
O 5.712 0.154 -3.198
H 7.087 2.653 -1.781
H 5.695 1.740 -1.148
H 7.296 0.948 -1.301
C 8.096 3.190 2.259
N 7.562 3.120 0.870
O 8.368 3.061 -0.039
O 6.351 3.129 0.746
H 9.178 3.175 2.217
H 7.740 4.115 2.701
H 7.717 2.327 2.799
C -6.568 2.053 7.056
N -5.325 2.701 6.559
O -5.327 3.126 5.418
O -4.389 2.761 7.332
H -7.310 2.072 6.265
H -6.317 1.031 7.329
H -6.908 2.618 7.920
C 2.200 -1.804 4.229
N 3.476 -2.011 4.967
O 4.428 -2.422 4.335
O 3.469 -1.754 6.150
H 2.351 -2.072 3.188
H 1.449 -2.442 4.688
H 1.936 -0.752 4.325
C -2.429 -9.661 -5.487
N -2.284 -8.313 -4.875
O -2.883 -7.393 -5.390
O -1.571 -8.227 -3.893
H -3.087 -9.583 -6.345
H -1.438 -9.992 -5.787
H -2.851 -10.320 -4.733
C 9.104 3.706 6.995
N 8.574 3.637 5.606
O 9.379 3.578 4.698
O 7.367 3.645 5.476
H 10.187 3.690 6.954
H 8.745 4.632 7.436
H 8.723 2.841 7.533
C 6.588 -1.407 -6.459
N 6.014 -2.500 -7.288
O 6.787 -3.285 -7.797
O 4.804 -2.527 -7.397
H 7.668 -1.506 -6.450
H 6.290 -0.463 -6.908
H 6.182 -1.509 -5.455
C 6.254 -5.063 3.482
N 6.471 -6.529 3.619
O 6.121 -7.052 4.657
O 6.984 -7.097 2.678
H 5.792 -4.692 4.390
H 7.225 -4.601 3.326
H 5.603 -4.907 2.626

Atom charges from the Mulliken analysis, given in e for atoms 1 to 6: -0.5409 -1.0853 -0.3142 -0.4157 1.2388 -1.2140

Entry 8:
DFT (ωB97M-V with the def2-TZVPD basis set) results for an isolated molecule of C6H6O at a distorted geometry.

**Orbital gap (alpha / beta)**: 0.2419 / 0.2867 Eh
**Max |F|**: 6.99 eV/A
**E**: -8357.888 eV
**LUMO (alpha / beta)**: 1.045 / -2.038 eV
**Multiplicity**: 3
**ΔE to the lowest compared entry with this formula, charge and spin**: 42.5 kcal/mol
**HOMO energy (alpha / beta)**: -5.539 / -9.840 eV

Element x y z (Å)
C -2.675 0.682 0.187
C -1.507 0.489 -0.020
C 2.073 0.745 0.587
C 0.879 0.766 -0.100
C -0.114 -1.480 -0.638
C -0.242 -0.132 0.065
O 0.014 -1.228 0.753
H -3.737 0.714 0.235
H 2.763 1.551 0.453
H 2.222 -0.045 1.414
H 0.739 1.453 -0.860
H -1.147 -1.821 -0.830
H 0.731 -1.695 -1.247

Atom charges from the Mulliken analysis, given in e for atoms 1 to 6: -0.0311 -1.1295 -0.9082 -0.6758 -0.5132 1.5956